DFT (ωB97M-V with the def2-TZVPD basis set) results for a molecular structure, C18H28N8O4PdSe2.

```
61
Properties=species:S:1:pos:R:3
Pd 0.8759 -0.1919 -0.1437
C 0.3640 2.8090 1.6284
N 0.6111 1.9058 2.7187
C 1.0776 2.3923 3.9968
C 1.3093 1.1018 4.7814
N 0.6640 0.0739 3.9694
C 1.1307 -1.2957 4.1766
C 0.3317 0.5835 2.7398
N -0.2431 -0.0448 1.7447
C -0.6884 -1.4185 1.9332
C -1.5484 -1.8508 0.7600
N -0.7801 -1.7600 -0.4809
C -1.1809 -2.3465 -1.5599
N -0.4439 -2.3883 -2.7073
C 0.7936 -1.6843 -2.9475
C -1.2409 -2.8278 -3.8307
C -2.3461 -3.5997 -3.1344
N -2.3908 -2.9722 -1.8195
C -3.2745 -3.6079 -0.8618
H 0.8571 3.7515 1.8621
H -0.7040 3.0078 1.4902
H 0.8122 2.4248 0.7151
H 0.3240 3.0309 4.4704
H 1.9935 2.9743 3.8771
H 0.8797 1.1359 5.7833
H 2.3768 0.8829 4.8705
H 1.9076 -1.2645 4.9395
H 1.5840 -1.6933 3.2719
H 0.3363 -1.9540 4.5308
H -1.2810 -1.5165 2.8510
H 0.1533 -2.1101 1.9831
H -2.4532 -1.2296 0.7143
H -1.8645 -2.8737 0.9775
H 1.4805 -1.7738 -2.1036
H 0.6262 -0.6283 -3.1851
H 1.2842 -2.1576 -3.7982
H -0.6473 -3.4533 -4.4976
H -1.6280 -1.9774 -4.4064
H -2.0978 -4.6651 -3.0509
H -3.3126 -3.5057 -3.6293
H -4.1101 -4.0190 -1.4275
H -3.6828 -2.9007 -0.1458
H -2.7948 -4.4333 -0.3260
O 4.8568 -0.4766 1.1306
Se 3.4123 -0.4635 0.4236
O 3.3045 -0.9298 -1.1521
O 2.2319 -1.3805 1.2053
O 2.6397 1.0416 0.4250
Se -2.0523 1.3239 -0.7307
N -0.3906 1.1541 -1.3471
C -0.0282 2.3233 -1.8552
C 1.2799 2.6124 -2.3676
C 1.5022 3.8515 -2.8600
C 0.4748 4.8643 -2.8765
C -0.7617 4.6354 -2.3836
C -1.0517 3.3382 -1.8398
N -2.2028 2.9825 -1.2978
H 2.0556 1.8584 -2.3032
H 2.4827 4.1040 -3.2408
H 0.7180 5.8366 -3.2840
H -1.5310 5.3940 -2.3760
```

molar mass = 684.81 u
gap between HOMO and LUMO (alpha / beta) = 6.84 / 7.30 eV
spin multiplicity = 3
E_tot = -6372.30472 a.u.

DFT (ωB97M-V with the def2-TZVPD basis set) results for a molecular structure, C52H50N8PPd.

```
112
Properties=species:S:1:pos:R:3
Pd -0.2422 0.2840 1.0274
C -3.9586 -1.6470 -2.7350
N -3.2568 -0.6201 -1.9496
C -2.3622 -0.8379 -0.9506
N -2.0238 0.3199 -0.3831
C -2.7116 1.2982 -1.0503
C -3.4951 0.7301 -2.0249
C -4.4246 1.3629 -2.9769
C -4.2720 1.1709 -4.3493
C -5.1397 1.7863 -5.2400
C -6.1602 2.5988 -4.7643
C -6.3132 2.7964 -3.3992
C -5.4482 2.1810 -2.5060
C -2.6658 2.7357 -0.7143
C -3.1650 3.1999 0.5020
C -3.1342 4.5572 0.7976
C -2.6214 5.4603 -0.1282
C -2.1441 5.0055 -1.3538
C -2.1651 3.6464 -1.6457
P -1.5658 -2.4690 -0.8032
C -1.2628 -2.4780 0.9808
N -1.0084 -1.3862 1.6742
C -0.6100 -1.7423 2.9421
C -0.6781 -3.1062 3.0344
N -1.1068 -3.5419 1.7829
C -1.2960 -4.9475 1.3907
C -0.3865 -4.0364 4.1469
C 0.9285 -4.4171 4.4092
C 1.2007 -5.2987 5.4464
C 0.1629 -5.8018 6.2203
C -1.1479 -5.4265 5.9602
C -1.4258 -4.5444 4.9249
C -0.2361 -0.6476 3.8428
C -0.7641 0.6270 3.5757
C -0.4133 1.7187 4.3699
C 0.4528 1.5486 5.4348
C 0.9621 0.2796 5.7139
C 0.6234 -0.8107 4.9298
C 0.1327 -1.9551 -1.2295
N 0.8767 -1.0629 -0.5782
C 2.0242 -0.9023 -1.3147
C 1.9579 -1.6835 -2.4455
N 0.7617 -2.3506 -2.3648
C 0.2985 -3.3659 -3.3192
C 2.9464 -1.8909 -3.5171
C 4.2430 -2.2831 -3.1910
C 5.1857 -2.4683 -4.1920
C 4.8394 -2.2626 -5.5206
C 3.5502 -1.8666 -5.8507
C 2.6057 -1.6784 -4.8521
C 3.1682 -0.0532 -0.9155
C 3.6050 0.9835 -1.7421
C 4.7473 1.7080 -1.4176
C 5.4713 1.3944 -0.2725
C 5.0474 0.3578 0.5517
C 3.9006 -0.3606 0.2317
H -4.1430 -2.5179 -2.1144
H -4.9080 -1.2362 -3.0632
H -3.3778 -1.9335 -3.6092
H -3.4653 0.5498 -4.7261
H -5.0186 1.6349 -6.3054
H -6.8384 3.0769 -5.4596
H -7.1140 3.4240 -3.0284
H -5.5779 2.3233 -1.4387
H -3.5887 2.4959 1.2109
H -3.5407 4.9159 1.7355
H -2.6318 6.5211 0.0893
H -1.7820 5.7117 -2.0914
H -1.8179 3.2880 -2.6087
H -1.4466 -5.5409 2.2866
H -2.1706 -5.0320 0.7524
H -0.4135 -5.3110 0.8683
H 1.7365 -4.0285 3.7981
H 2.2214 -5.5979 5.6481
H 0.3767 -6.4902 7.0281
H -1.9553 -5.8183 6.5655
H -2.4490 -4.2427 4.7283
H -1.5893 0.7419 2.8743
H -0.8854 2.6814 4.2023
H 0.6979 2.3830 6.0792
H 1.6214 0.1398 6.5613
H 1.0300 -1.7874 5.1580
H 1.1517 -3.9471 -3.6562
H -0.4119 -4.0234 -2.8287
H -0.1725 -2.9003 -4.1817
H 4.5096 -2.4533 -2.1538
H 6.1900 -2.7819 -3.9358
H 5.5750 -2.4121 -6.3009
H 3.2821 -1.7010 -6.8867
H 1.6050 -1.3499 -5.1135
H 3.0685 1.1968 -2.6606
H 5.0931 2.4929 -2.0797
H 6.3847 1.9313 -0.0448
H 5.6340 0.0799 1.4195
H 3.5999 -1.2040 0.8422
N 2.4011 4.4153 1.4399
C 1.1888 4.5083 0.5457
C 0.2448 3.3546 0.8219
N 0.9043 2.0392 0.6597
C 2.0682 1.9750 1.5810
C 3.0759 3.0717 1.2950
H 2.1135 4.5461 2.4121
H 3.0571 5.1704 1.2324
H 1.5555 4.4909 -0.4800
H 0.6994 5.4626 0.7263
H -0.5948 3.4338 0.1436
H -0.1449 3.4055 1.8391
H 1.2381 1.9365 -0.3000
H 2.5702 1.0203 1.4739
H 1.6850 2.0453 2.6011
H 3.4531 3.0059 0.2740
H 3.9184 3.0314 1.9812
```

molar mass = 924.42 u
gap between HOMO and LUMO = 6.12 eV
net charge = +3
E_tot = -2918.06641 a.u.

DFT (ωB97M-V with the def2-TZVPD basis set) results for a molecular structure, C19H38FMgO16.

```
75
Properties=species:S:1:pos:R:3
Mg 3.2390 -0.8061 -1.3829
F 1.4947 0.3960 0.7129
C 4.8817 4.5895 -3.3014
C 4.9923 3.9521 -4.7081
C 3.8433 2.9107 -4.7970
O 3.5795 2.6133 -3.4055
C 3.7547 3.7602 -2.5838
H 4.6791 5.6525 -3.4318
H 5.8319 4.6648 -2.7727
H 5.9705 3.5091 -4.8954
H 4.9365 4.6527 -5.5413
H 4.0131 2.0607 -5.4580
H 2.8975 3.4069 -5.0144
H 4.1258 3.6321 -1.5670
H 2.7793 4.2468 -2.5766
C -7.7088 5.2993 0.2838
O -6.4322 5.4881 0.9619
C -5.4294 4.7470 0.5529
O -5.5003 3.8379 -0.3245
O -4.2970 5.1315 1.1841
C -3.0075 4.5369 1.0666
H -7.9692 4.2415 0.2467
H -7.7715 5.6099 -0.7592
H -8.5124 5.8118 0.8126
H -2.9532 3.5694 1.5659
H -2.2138 5.2179 1.3739
H -2.9139 4.3345 -0.0003
C -4.4068 -2.5347 -0.3347
O -3.9707 -3.6865 -1.0751
C -4.8702 -4.6371 -1.3905
O -6.0720 -4.5644 -1.1088
O -4.2599 -5.6192 -2.0814
C -5.0168 -6.4130 -2.9939
H -4.9703 -1.8540 -0.9728
H -3.5643 -2.0045 0.1093
H -5.1337 -3.0108 0.3234
H -5.8412 -6.8904 -2.4643
H -4.3662 -7.2008 -3.3737
H -5.4535 -5.7934 -3.7772
C 5.5911 -5.9327 0.2922
O 4.4418 -6.1390 1.1609
C 3.5255 -5.1677 1.2156
O 3.4753 -4.1417 0.5401
O 2.7018 -5.3817 2.2548
C 1.6062 -4.5223 2.4649
H 6.2749 -6.7757 0.1923
H 6.1753 -5.0761 0.6284
H 5.2308 -5.7860 -0.7260
H 1.0479 -4.2640 1.5650
H 1.8317 -3.5542 2.9123
H 0.8914 -5.0100 3.1277
C -1.5789 0.0697 -4.2719
O -1.5367 -1.0117 -5.2506
C -0.5347 -1.9919 -5.0311
O 0.4622 -1.7259 -4.4108
O -0.7542 -3.1902 -5.6390
C -1.6783 -3.4103 -6.6329
H -2.5609 0.5337 -4.1795
H -0.8684 0.8792 -4.4393
H -1.4550 -0.3997 -3.2960
H -2.6839 -3.6226 -6.2700
H -1.3708 -4.2904 -7.1977
H -1.7570 -2.6918 -7.4488
C 3.6603 3.3100 11.4151
O 2.9882 3.4350 10.1735
C 2.8805 2.3646 9.3248
O 3.2095 1.1993 9.5712
O 2.2656 2.7784 8.1436
C 2.2054 1.8700 7.0868
H 3.0487 2.7646 12.1339
H 3.7194 4.3489 11.7396
H 4.6453 2.8567 11.3044
H 1.7747 0.9331 7.4401
H 3.2162 1.7084 6.7124
H 1.5249 2.1757 6.2921
```

molar mass = 565.80 u
gap between HOMO and LUMO = 3.56 eV
net charge = +1
E_tot = -2250.07251 a.u.

DFT (ωB97M-V with the def2-TZVPD basis set) results for a molecular structure, C46H58BClF4O4Re.

```
115
Properties=species:S:1:pos:R:3
Re 0.1203 0.1237 -0.1216
C -2.8795 -1.4233 1.6876
O -1.9591 -0.4801 1.1730
C -2.4307 0.7708 0.8367
C -2.2720 1.8231 1.7510
C -1.6579 1.6139 3.1213
C -0.1683 1.3630 3.3433
C 0.2392 1.0526 4.6256
C 1.5506 0.6898 4.9214
C 2.4757 0.6660 3.8808
C 2.1546 0.9963 2.5752
C 3.3024 1.2212 1.5929
C 3.5526 0.5326 0.2491
C 4.5965 1.0416 -0.5219
C 4.8820 0.5582 -1.7882
C 3.9568 -0.3015 -2.3864
C 2.9244 -0.8601 -1.6625
C 1.8857 -1.7520 -2.3380
C 0.6568 -0.9956 -2.8246
C 0.6157 -0.3233 -4.0223
C -0.5125 0.3970 -4.4434
C -1.6177 0.4680 -3.5940
C -1.6633 -0.1831 -2.3784
C -2.8996 -0.1431 -1.4938
C -2.9395 0.9795 -0.4574
C -3.5156 2.2073 -0.7315
C -3.5531 3.2223 0.2249
C -2.8578 3.0394 1.4151
C -4.4137 4.4491 -0.0377
C -4.4596 5.4195 1.1473
C -3.8970 5.2071 -1.2655
C -5.8514 3.9643 -0.2942
C -0.5088 -0.9514 -1.9680
O -0.5199 -1.6309 -0.8606
C -0.5004 1.0618 -5.8102
C -1.8072 1.8012 -6.1197
C 0.6502 2.0788 -5.8607
C -0.2938 -0.0267 -6.8773
C 2.8504 -0.5470 -0.2877
O 2.0101 -1.2521 0.5464
C 2.4441 -2.5521 0.9108
C 6.1747 0.8779 -2.5182
C 5.8839 1.6286 -3.8213
C 6.8609 -0.4645 -2.8205
C 7.1407 1.7135 -1.6744
C 0.8001 1.3471 2.3165
O 0.3730 1.5640 1.0944
C 1.9131 0.3645 6.3608
C 3.3885 -0.0054 6.5456
C 1.0653 -0.8278 6.8265
C 1.6197 1.6033 7.2237
H -3.2066 -1.1433 2.6928
H -2.3302 -2.3596 1.7459
H -3.7547 -1.5343 1.0388
H -2.1403 0.7393 3.5657
H -1.9259 2.4810 3.7321
H -0.5027 1.0453 5.4097
H 3.4908 0.3718 4.0911
H 4.2261 1.0935 2.1683
H 3.2457 2.2854 1.3273
H 5.2049 1.8232 -0.0973
H 4.0527 -0.5528 -3.4328
H 1.5429 -2.5188 -1.6406
H 2.3496 -2.2398 -3.1966
H 1.4953 -0.3371 -4.6473
H -2.4763 1.0503 -3.8859
H -2.9422 -1.1027 -0.9724
H -3.7749 -0.0476 -2.1410
H -3.9541 2.3694 -1.7051
H -2.7825 3.8532 2.1188
H -3.4869 5.8683 1.3349
H -4.8044 4.9190 2.0490
H -5.1612 6.2218 0.9244
H -2.8652 5.5139 -1.1139
H -4.5009 6.0954 -1.4387
H -3.9411 4.5889 -2.1568
H -6.2171 3.4081 0.5668
H -5.9035 3.3172 -1.1653
H -6.5071 4.8167 -0.4599
H -1.9764 2.6009 -5.4024
H -2.6561 1.1207 -6.1117
H -1.7502 2.2491 -7.1098
H 0.5472 2.7925 -5.0472
H 0.6349 2.6179 -6.8058
H 1.6156 1.5918 -5.7623
H -1.1044 -0.7515 -6.8383
H 0.6423 -0.5564 -6.7263
H -0.2768 0.4159 -7.8705
H 3.1216 -2.4744 1.7641
H 2.9428 -3.0615 0.0832
H 1.5614 -3.1051 1.2184
H 5.3016 1.0196 -4.5058
H 6.8153 1.8956 -4.3143
H 5.3284 2.5397 -3.6144
H 6.2306 -1.1034 -3.4312
H 7.0744 -0.9904 -1.8924
H 7.7958 -0.2998 -3.3492
H 6.7447 2.7066 -1.4804
H 8.0788 1.8287 -2.2121
H 7.3561 1.2239 -0.7281
H 3.6339 -0.8987 5.9781
H 3.5765 -0.2169 7.5969
H 4.0446 0.8107 6.2484
H 1.2654 -1.6858 6.1914
H 0.0039 -0.6109 6.7622
H 1.3056 -1.0856 7.8563
H 2.1957 2.4549 6.8656
H 1.8940 1.4120 8.2588
H 0.5668 1.8669 7.1944
F -0.4172 -3.3358 2.6661
B 0.0259 -2.1500 3.2093
F 0.1613 -1.2061 2.1512
F -0.8945 -1.6650 4.1129
F 1.2575 -2.3226 3.7995
Cl 0.8862 1.7522 -1.5720
```

molar mass = 983.43 u
gap between HOMO and LUMO (alpha / beta) = 5.67 / 5.97 eV
spin multiplicity = 2
E_tot = -3051.56319 a.u.